1.
ORCA calculation (wB97M-V/def2-TZVPD) on a cluster of 8 separate species, C36H62BF6N3O35P2S7 in total.

Gap between HOMO and LUMO: 0.3262 Ha
Calculated total energy: -8300.6593 hartree
Structure (SMILES): CCCCCCCCCCCCC[C@@](C#N)(C(=O)C(F)(F)C(F)(F)C(F)(F)C(=O)O)[C@](C#N)(PP(=O)(O)O)B(N)O.O=S1(=O)OCCO1.O=S1(=O)OCCO1.O=S1(=O)OCCO1.O=S1(=O)OCCO1.O=S1(=O)OCCO1.O=S1(=O)OCCO1.O=S1(=O)OCCO1
Maximum force: 1.613 eV/Å
E_HOMO: -9.60 eV
Lowest unoccupied orbital energy: -0.7262 eV

```
152
C36H62BF6N3O35P2S7 | the OMol25 dataset | wB97M-V/def2-TZVPD
C -1.47 5.76 1.24
C -0.28 4.78 1.28
C -0.01 4.12 -0.08
C 1.44 3.65 -0.24
C 1.71 2.33 0.51
C 1.94 1.12 -0.43
C 0.84 0.07 -0.27
C 0.86 -0.67 1.08
C -0.53 -0.86 1.70
C -1.52 -1.62 0.79
C -2.59 -0.66 0.21
C -3.64 -0.34 1.26
C -5.03 0.20 0.83
C -5.33 0.67 -0.62
C -5.24 -0.46 -1.55
N -5.15 -1.32 -2.31
C -6.87 1.00 -0.56
O -7.68 0.43 -1.23
C -7.44 2.05 0.45
F -8.28 2.86 -0.24
F -6.51 2.85 1.00
C -8.34 1.39 1.55
F -7.84 0.20 1.94
F -9.54 1.16 1.00
C -8.55 2.27 2.81
F -7.36 2.56 3.38
F -9.24 1.52 3.68
C -9.37 3.56 2.54
O -10.55 3.50 2.46
O -8.68 4.70 2.48
C -4.49 1.89 -1.18
C -3.85 2.59 -0.07
N -3.21 2.98 0.80
P -5.57 3.24 -1.99
P -6.61 2.56 -3.79
O -6.12 3.36 -4.92
O -8.17 2.81 -3.50
O -6.59 0.98 -4.02
B -3.38 1.53 -2.32
N -1.96 1.54 -2.10
O -3.90 1.30 -3.57
H -2.09 5.57 0.36
H -2.12 5.64 2.10
H -1.13 6.79 1.20
H 0.61 5.29 1.64
H -0.53 4.00 2.00
H -0.27 4.83 -0.87
H -0.68 3.25 -0.18
H 2.08 4.44 0.16
H 1.70 3.57 -1.30
H 0.85 2.14 1.16
H 2.58 2.46 1.16
H 2.93 0.68 -0.30
H 1.86 1.49 -1.46
H 0.90 -0.66 -1.08
H -0.11 0.60 -0.42
H 1.38 -1.63 1.00
H 1.44 -0.08 1.78
H -0.93 0.12 1.97
H -0.39 -1.42 2.63
H -0.98 -2.10 -0.03
H -2.02 -2.42 1.35
H -2.99 -1.11 -0.70
H -2.04 0.25 -0.01
H -3.22 0.37 1.96
H -3.81 -1.24 1.86
H -5.28 1.03 1.49
H -5.77 -0.57 1.05
H -7.83 4.60 2.02
H -4.58 4.03 -2.59
H -8.32 3.68 -3.12
H -7.46 0.70 -4.35
H -1.64 2.11 -1.33
H -1.48 0.65 -2.12
H -3.55 0.50 -3.97
O 3.41 -0.89 2.64
S 4.22 -2.00 2.28
O 4.43 -2.34 0.92
O 3.69 -3.27 3.08
C 4.75 -3.84 3.87
C 5.63 -2.67 4.21
O 5.63 -1.87 3.00
H 5.27 -4.58 3.27
H 4.32 -4.32 4.75
H 6.64 -2.96 4.47
H 5.21 -2.06 5.01
O 8.13 -3.86 5.80
S 9.04 -2.77 5.84
O 8.63 -1.46 5.47
O 10.34 -3.18 5.03
C 11.51 -3.09 5.87
C 10.98 -3.37 7.26
O 9.71 -2.70 7.29
H 11.91 -2.08 5.78
H 12.25 -3.82 5.54
H 11.62 -2.96 8.04
H 10.83 -4.43 7.43
O 0.39 6.69 -2.02
S -0.85 7.18 -2.50
O -1.72 7.93 -1.67
O -1.66 5.98 -3.18
C -1.97 6.30 -4.55
C -0.83 7.21 -4.98
O -0.58 8.03 -3.83
H -2.93 6.81 -4.58
H -2.02 5.38 -5.12
H -1.10 7.84 -5.83
H 0.07 6.64 -5.21
O -1.23 -2.78 -4.55
S -1.81 -3.65 -5.51
O -1.00 -4.50 -6.31
O -2.78 -2.78 -6.44
C -4.11 -3.31 -6.41
C -4.23 -3.93 -5.03
O -2.94 -4.54 -4.81
H -4.22 -4.05 -7.20
H -4.82 -2.50 -6.56
H -5.00 -4.69 -4.98
H -4.40 -3.18 -4.26
O 15.12 -6.94 4.18
S 13.94 -6.21 3.87
O 13.25 -5.48 4.87
O 12.92 -7.18 3.12
C 12.55 -6.64 1.85
C 13.76 -5.83 1.42
O 14.21 -5.22 2.65
H 11.67 -6.00 1.98
H 12.32 -7.45 1.16
H 13.52 -5.05 0.70
H 14.55 -6.46 1.03
O 4.04 -2.75 6.83
S 2.85 -2.06 7.21
O 1.58 -2.53 6.80
O 3.03 -0.52 6.82
C 2.86 0.31 7.97
C 3.33 -0.55 9.13
O 2.84 -1.86 8.80
H 1.81 0.57 8.06
H 3.46 1.21 7.85
H 2.92 -0.25 10.08
H 4.42 -0.60 9.19
O -5.18 -4.20 -9.31
S -4.94 -3.66 -10.61
O -4.87 -4.50 -11.75
O -3.64 -2.74 -10.52
C -3.93 -1.41 -10.96
C -5.39 -1.22 -10.61
O -5.99 -2.49 -10.90
H -3.77 -1.35 -12.04
H -3.28 -0.71 -10.45
H -5.88 -0.45 -11.19
H -5.53 -1.01 -9.54
```

2.
ORCA calculation (wB97M-V/def2-TZVPD) on a structure of composition C36H62ClLuN13O4S.

Gap between HOMO and LUMO: 0.2505 Ha
Calculated total energy: -4515.8595 hartree
Net charge: -1
Maximum force: 2.558 eV/Å
E_HOMO: -4.92 eV
Lowest unoccupied orbital energy: 1.8983 eV

```
118
C36H62ClLuN13O4S | the OMol25 dataset | wB97M-V/def2-TZVPD
Lu 12.65 10.33 13.55
C 15.73 5.73 12.60
N 16.24 6.98 13.07
C 17.66 6.97 13.41
C 15.59 8.21 13.28
N 14.45 8.35 13.88
C 13.90 7.21 14.56
C 12.90 7.66 15.64
N 11.72 8.30 15.12
C 10.87 7.37 14.46
C 10.33 7.79 13.11
N 11.43 8.09 12.18
C 11.30 7.67 10.98
N 10.09 7.27 10.46
C 9.93 6.14 9.58
C 8.91 8.11 10.55
N 12.38 7.55 10.14
C 13.67 7.67 10.73
C 12.24 7.90 8.71
C 10.94 9.04 16.15
C 9.88 9.92 15.54
N 10.46 10.97 14.68
C 9.55 11.85 14.33
N 8.20 11.59 14.19
C 7.17 12.48 14.63
C 7.79 10.52 13.33
N 9.91 13.13 14.32
C 10.91 13.58 15.25
C 9.46 14.04 13.30
N 16.31 9.27 12.80
C 17.11 9.27 11.65
C 16.50 10.46 13.64
H 15.88 5.60 11.51
H 16.16 4.89 13.16
H 14.70 5.59 12.76
H 17.86 6.41 14.29
H 18.29 6.67 12.57
H 18.07 7.98 13.61
H 13.42 6.53 13.84
H 14.71 6.63 15.00
H 12.63 6.74 16.24
H 13.39 8.31 16.33
H 11.47 6.48 14.34
H 9.99 7.22 15.16
H 9.65 6.97 12.73
H 9.72 8.69 13.22
H 10.86 5.62 9.53
H 9.12 5.52 10.00
H 9.73 6.45 8.54
H 9.08 8.94 11.20
H 8.79 8.57 9.59
H 7.99 7.48 10.69
H 13.65 7.22 11.71
H 14.43 7.10 10.18
H 13.92 8.72 10.82
H 11.20 8.24 8.51
H 12.98 8.71 8.53
H 12.50 7.05 8.10
H 10.44 8.27 16.82
H 11.69 9.60 16.78
H 9.24 9.27 14.96
H 9.28 10.36 16.38
H 7.60 13.21 15.34
H 6.66 12.96 13.79
H 6.46 11.89 15.27
H 7.26 9.69 13.81
H 7.10 10.95 12.59
H 8.64 10.19 12.79
H 11.16 12.81 15.97
H 11.80 13.86 14.67
H 10.44 14.48 15.69
H 8.83 13.52 12.56
H 8.91 14.88 13.76
H 10.28 14.40 12.67
H 16.82 8.41 11.02
H 16.89 10.14 11.01
H 18.17 9.22 11.93
H 17.52 10.71 13.86
H 16.22 11.29 12.99
H 15.87 10.40 14.54
C 14.38 11.05 17.79
C 14.03 11.43 16.34
O 13.56 10.44 15.69
C 14.22 12.71 15.84
C 14.17 13.12 14.49
C 14.64 14.50 14.16
N 13.77 12.30 13.55
N 14.13 12.78 12.24
C 14.10 11.77 11.40
O 13.90 10.57 11.72
C 14.37 12.10 9.98
C 15.43 12.90 9.58
C 15.76 12.99 8.25
C 14.95 12.43 7.29
C 13.89 11.63 7.66
C 13.64 11.41 9.01
H 13.51 10.56 18.26
H 14.67 11.93 18.35
H 15.17 10.35 17.81
H 14.53 13.57 16.47
H 14.74 15.17 15.03
H 13.93 14.94 13.46
H 15.56 14.39 13.57
H 15.99 13.43 10.30
H 16.56 13.66 8.02
H 15.24 12.56 6.24
H 13.30 11.11 6.92
H 12.81 10.78 9.37
Cl 10.16 15.27 19.20
C 8.88 14.03 19.65
C 8.55 12.88 18.66
O 8.87 13.01 17.47
O 7.98 11.98 19.26
H 8.02 14.68 19.74
H 9.20 13.64 20.59
S 9.32 12.18 9.99
C 10.49 11.50 10.98
N 11.22 11.00 11.74
```

3.
ORCA calculation (wB97M-V/def2-TZVPD) on a structure of composition C36H62LiN2O25.

Gap between HOMO and LUMO: 0.3438 Ha
Calculated total energy: -3406.2098 hartree
Net charge: +1
ΔE to the lowest compared entry with this formula, charge and spin: 41.1 kcal per mole
Maximum force: 12.230 eV/Å
E_HOMO: -12.16 eV
Lowest unoccupied orbital energy: -2.8026 eV

```
126
C36H62LiN2O25 | the OMol25 dataset | wB97M-V/def2-TZVPD
C 4.30 -4.45 -1.14
C 2.90 -4.09 -1.59
N 2.84 -2.88 -2.60
C 3.16 -1.63 -1.86
C 3.83 -2.92 -3.70
C 3.72 -4.24 -4.65
C 1.59 -2.85 -3.26
C 0.37 -2.39 -2.27
O -0.81 -2.77 -3.01
C -1.95 -2.55 -2.18
H 4.23 -5.54 -0.58
H 4.52 -3.56 -0.57
H 5.00 -4.52 -1.94
H 2.35 -4.06 -0.53
H 2.38 -5.07 -2.15
H 4.00 -1.33 -1.65
H 2.87 -1.94 -0.89
H 2.76 -0.71 -2.42
H 4.91 -3.00 -3.41
H 3.74 -2.00 -4.31
H 3.14 -3.86 -5.42
H 3.71 -5.01 -3.96
H 4.68 -4.37 -5.16
H 1.22 -3.77 -3.70
H 1.82 -1.98 -3.93
H 0.58 -1.50 -2.24
H 0.33 -2.92 -1.51
H -2.18 -3.44 -1.56
H -2.75 -2.50 -2.88
H -1.89 -1.63 -1.40
Li -0.07 2.12 -1.05
N -0.95 0.30 0.46
O -1.21 -0.95 0.72
O -1.69 0.95 -0.28
O 0.30 0.62 0.50
C 1.44 5.99 3.68
C 2.10 5.79 2.36
C 3.16 4.62 2.39
O 2.57 3.60 1.58
C 1.51 3.99 1.04
O 0.75 3.34 0.37
O 1.20 5.30 1.44
H 0.70 5.18 4.03
H 1.00 7.00 3.52
H 2.17 6.08 4.32
H 2.44 6.70 2.14
H 3.27 4.22 3.32
H 4.09 4.94 1.99
C 0.09 -4.56 3.66
C 0.50 -3.59 2.58
C 1.05 -2.19 3.20
O 2.49 -2.40 3.05
C 2.80 -3.54 2.40
O 4.00 -3.87 2.20
O 1.60 -4.16 2.04
H -0.21 -5.58 2.99
H -0.86 -4.45 4.06
H 0.67 -4.66 4.46
H -0.24 -3.24 1.82
H 0.77 -1.97 4.05
H 0.78 -1.52 2.55
C -1.12 -1.23 -6.24
C -0.22 0.05 -6.05
C -1.05 1.36 -6.25
O -1.23 1.70 -4.88
C -0.54 0.92 -4.06
O -0.49 1.05 -2.86
O 0.21 0.01 -4.77
H -0.44 -2.16 -6.25
H -1.67 -1.23 -7.07
H -1.91 -1.38 -5.63
H 0.62 0.08 -6.75
H -2.07 1.12 -6.55
H -0.58 2.09 -6.83
C -2.78 -2.28 4.23
C -3.97 -1.22 4.13
C -3.76 0.02 3.14
O -5.09 0.39 2.85
C -5.88 -0.67 3.12
O -7.03 -0.74 3.08
O -5.20 -1.68 3.69
H -1.85 -1.81 4.32
H -2.44 -2.72 3.36
H -3.14 -3.02 4.95
H -4.18 -0.92 5.21
H -3.22 -0.39 2.31
H -3.32 0.85 3.58
C 3.46 0.41 1.37
C 4.85 0.81 0.79
C 5.50 2.06 1.41
O 6.83 1.59 1.33
C 6.96 0.29 1.22
O 8.03 -0.32 1.36
O 5.77 -0.30 0.96
H 3.09 -0.43 0.84
H 2.78 1.27 1.46
H 3.52 0.18 2.33
H 4.70 0.96 -0.21
H 5.21 2.36 2.34
H 5.38 2.74 0.63
C -5.41 -0.41 -0.52
C -5.67 0.98 -1.09
C -4.52 1.76 -1.97
O -5.35 2.50 -2.78
C -6.63 2.16 -2.80
O -7.39 2.74 -3.43
O -6.83 1.19 -1.79
H -5.38 -1.43 -1.01
H -6.12 -0.40 0.12
H -4.53 -0.45 -0.01
H -5.94 1.59 -0.28
H -4.00 1.05 -2.59
H -3.89 2.37 -1.23
C -3.63 3.55 1.71
C -2.36 3.82 2.42
C -2.03 5.26 2.46
O -1.90 5.52 3.86
C -2.21 4.45 4.56
O -2.45 4.48 5.74
O -2.46 3.49 3.69
H -3.75 2.46 1.29
H -3.41 3.87 0.68
H -4.46 4.05 2.10
H -1.38 3.47 1.95
H -2.59 6.01 2.14
H -0.99 5.52 2.04
```

Among the records above, which one has the lowest calculated total energy?
C36H62BF6N3O35P2S7

Number 3 is which compound?
C36H62LiN2O25